Version 1
{"formula": "H39O19", "method": "ωB97M-V/def2-TZVPD", "species": ["O", "H", "H", "O", "H", "H", "O", "H", "H", "O", "H", "H", "O", "H", "H", "O", "H", "H", "O", "H", "H", "O", "H", "O", "H", "H", "O", "H", "H", "O", "H", "H", "O", "H", "H", "O", "H", "H", "O", "H", "H", "O", "H", "H", "O", "H", "H", "O", "H", "H", "O", "H", "H", "O", "H", "H", "H", "H"], "positions_angstrom": [[-2.394, -2.261, -0.895], [-1.535, 3.476, -1.311], [-3.234, -1.769, -1.184], [-3.395, -2.087, 2.425], [-2.087, -1.953, 2.609], [-3.703, -1.573, 3.191], [-1.343, 3.981, 0.564], [0.137, -0.116, -5.075], [-1.849, 2.627, -2.593], [3.797, -1.853, 1.058], [4.282, -2.479, 0.605], [2.584, 0.983, -0.020], [1.206, -3.319, 0.672], [2.043, -3.462, 0.130], [0.788, -4.172, 0.481], [0.284, -3.442, -2.443], [-0.127, -2.926, -3.143], [0.985, -3.948, -2.858], [1.623, 3.750, 0.439], [-3.489, 2.460, 2.358], [1.720, 4.696, 0.264], [-1.428, 3.439, -2.275], [2.512, 3.411, 0.351], [-0.353, 1.137, -0.420], [-0.146, 0.307, 0.154], [-0.264, 1.775, 0.340], [-4.090, -0.216, 0.527], [-3.664, -1.775, 1.510], [1.956, 0.279, -2.926], [-2.582, 2.364, 2.073], [-0.800, 4.797, 0.301], [-3.125, 2.814, 1.350], [3.397, 1.350, 0.416], [3.834, 0.483, 0.666], [-5.028, -0.168, 0.186], [0.422, 0.105, -4.239], [-4.115, 0.629, 0.981], [-2.152, -2.681, -1.707], [-0.876, -2.271, 2.722], [-0.410, -1.398, 2.556], [3.498, -1.979, 1.940], [2.379, -1.407, 3.722], [2.110, -0.934, 4.540], [-0.648, 3.376, 0.835], [0.629, 0.425, 2.184], [4.305, 0.505, -1.560], [1.499, 0.709, 1.897], [4.156, 0.423, -2.494], [0.597, 0.921, 3.048], [4.259, 1.279, -2.771], [1.885, -0.320, -2.083], [1.059, -0.088, -1.721], [1.608, -2.029, 3.633], [-1.963, -0.116, -2.678], [-2.485, 0.645, -2.921], [-1.623, 0.179, -1.806], [-0.225, 0.195, -3.568], [-0.419, -2.775, 1.964]], "lowdin_charge": [-0.08, -0.02, 0.06, 0.06, 0.16, 0.12, -0.09, 0.01, 0.01, 0.01, 0.01, 0.04, -0.08, 0.08, 0.05, -0.05, 0.03, 0.04, -0.04, 0.02, 0.06, -0.06, 0.02, -0.09, 0.08, 0.02, -0.05, 0.09, 0.09, -0.08, 0.11, 0.08, -0.08, 0.06, 0.11, -0.01, 0.03, 0.00, 0.07, 0.09, 0.00, -0.06, 0.07, 0.00, -0.06, 0.01, 0.03, -0.02, 0.10, 0.00, -0.10, -0.05, 0.05, -0.05, 0.04, 0.03, -0.02, 0.13], "mol_weight_g_mol": 343.293, "lumo_ha": -0.1212, "charge": 1, "homo_lumo_gap_ev": 8.425, "e_homo_ev": -11.723}

***

Version 2
{"formula": "H39O19", "method": "ωB97M-V/def2-TZVPD", "species": ["O", "H", "H", "O", "H", "H", "O", "H", "H", "O", "H", "H", "O", "H", "H", "O", "H", "H", "O", "H", "H", "O", "H", "O", "H", "H", "O", "H", "H", "O", "H", "H", "O", "H", "H", "O", "H", "H", "O", "H", "H", "O", "H", "H", "O", "H", "H", "O", "H", "H", "O", "H", "H", "O", "H", "H", "H", "H"], "positions_angstrom": [[-2.087, 1.890, -2.770], [0.139, 4.334, -0.271], [-3.042, 1.809, -2.825], [-0.905, -0.764, 4.216], [-0.804, 0.032, 3.687], [2.073, -2.415, 1.044], [-0.191, 3.881, -2.703], [1.730, 3.830, -0.350], [-0.750, 3.441, 0.671], [2.055, -2.252, 0.085], [-2.690, 0.458, 2.131], [-1.011, 4.325, -2.485], [-0.679, -2.037, 1.072], [-0.377, -2.455, 1.874], [0.530, 1.348, 2.203], [0.639, 1.939, 1.448], [1.061, -2.355, 4.065], [-1.295, -0.369, -4.251], [-2.292, 1.092, 2.728], [-0.357, -0.116, -1.293], [-1.804, -0.794, 4.549], [-0.681, 3.859, -0.190], [-0.656, -1.092, 1.015], [-3.208, -3.402, 0.649], [-2.294, -3.115, 0.736], [-3.308, -4.115, 0.016], [3.272, -0.155, -0.262], [2.163, -1.243, -0.026], [-2.612, -1.728, -2.334], [0.412, 0.129, -0.759], [-0.346, 2.954, -2.598], [2.580, 0.520, -0.295], [2.341, 3.759, 0.382], [2.903, 2.989, 0.373], [3.663, -0.196, -1.154], [2.841, -0.087, 3.353], [1.216, 2.630, 1.805], [3.925, 1.214, -3.449], [1.018, -3.069, 3.425], [0.215, -3.590, 3.456], [-2.148, -0.406, -2.703], [0.368, -2.723, -1.790], [-0.395, -2.738, -2.381], [-2.734, 1.939, 2.675], [3.739, 0.526, -2.809], [1.087, -2.941, -2.391], [4.569, 0.064, -2.639], [-0.795, -1.184, -4.356], [-2.002, 1.921, -1.804], [-0.067, -0.681, -4.763], [-1.983, -1.064, -2.022], [2.426, -0.357, 4.176], [1.140, -2.532, -0.188], [-3.608, -0.335, 0.444], [-2.772, -0.744, 0.187], [-4.214, -1.060, 0.259], [3.726, 0.182, 3.619], [0.276, 1.045, -0.482]], "lowdin_charge": [-0.03, 0.01, 0.07, -0.05, -0.01, 0.14, -0.06, 0.02, 0.03, 0.20, 0.01, 0.04, -0.02, 0.02, 0.04, -0.07, 0.03, 0.02, -0.04, 0.01, 0.05, -0.05, 0.03, -0.05, -0.01, 0.04, -0.02, 0.08, 0.08, -0.04, -0.02, 0.04, -0.03, 0.04, 0.04, -0.05, 0.05, 0.07, -0.04, 0.05, 0.01, -0.04, 0.04, 0.06, -0.04, 0.07, 0.06, -0.05, 0.05, 0.07, -0.06, 0.03, 0.10, -0.05, -0.01, 0.05, 0.05, 0.03], "mol_weight_g_mol": 343.293, "lumo_ha": -0.0975, "charge": 1, "homo_lumo_gap_ev": 10.396, "e_homo_ev": -13.050}

***

Preferred: version 2; penalty for the next structure: 2.632 eV.

***

Version 1
{"formula": "C4H11NOS", "method": "ωB97M-V/def2-TZVPD", "species": ["C", "C", "N", "O", "H", "H", "H", "H", "H", "C", "S", "C", "H", "H", "H", "H", "H", "H"], "positions_angstrom": [[-1.650, -0.958, 0.635], [-1.027, -1.010, -0.734], [-1.597, -0.378, -1.848], [-0.104, -1.780, -0.869], [-2.321, -0.133, 0.853], [-0.830, -1.057, 1.346], [-2.250, -1.824, 0.942], [-1.664, -0.988, -2.651], [-2.387, 0.184, -1.579], [1.960, -0.165, 1.270], [2.432, 1.553, 0.878], [1.175, 1.982, -0.349], [2.309, -0.434, 2.262], [0.872, -0.179, 1.341], [2.280, -0.856, 0.496], [1.407, 1.496, -1.289], [1.194, 3.049, -0.508], [0.200, 1.499, -0.197]], "lowdin_charge": [-0.02, -0.59, 0.14, 0.05, 0.08, 0.06, 0.09, 0.10, 0.08, -0.41, 0.72, -0.43, 0.03, -0.01, 0.04, 0.03, 0.02, 0.02], "mol_weight_g_mol": 121.205, "lumo_ha": 0.0242, "charge": 0, "homo_lumo_gap_ev": 8.900, "e_homo_ev": -8.241}

***

Version 2
{"formula": "C4H11NOS", "method": "ωB97M-V/def2-TZVPD", "species": ["O", "C", "N", "C", "C", "C", "S", "H", "H", "H", "H", "H", "H", "H", "H", "H", "H", "H"], "positions_angstrom": [[0.775, -0.270, -3.134], [0.197, 0.330, -1.997], [-0.179, -0.578, -0.989], [0.887, -1.149, -0.177], [0.931, -0.533, 1.220], [-0.497, -0.463, 1.873], [-1.161, 1.214, 1.878], [1.681, 0.025, -3.243], [0.865, 1.061, -1.550], [-0.710, 0.872, -2.272], [-0.757, -1.271, -1.449], [0.769, -2.232, -0.090], [1.832, -0.987, -0.702], [1.154, 0.531, 1.146], [1.648, -1.092, 1.821], [-0.530, -0.923, 2.856], [-1.118, -1.146, 1.298], [-1.774, 1.106, 0.693]], "lowdin_charge": [-0.04, -0.34, -0.07, -0.24, -0.25, -0.58, 0.70, 0.08, 0.13, 0.12, 0.12, 0.12, 0.11, 0.07, 0.10, 0.06, 0.06, -0.15], "mol_weight_g_mol": 121.205, "lumo_ha": 0.0310, "charge": 0, "homo_lumo_gap_ev": 9.607, "e_homo_ev": -8.762}

***

Version 3
{"formula": "C4H11NOS", "method": "ωB97M-V/def2-TZVPD", "species": ["N", "C", "C", "O", "C", "C", "S", "H", "H", "H", "H", "H", "H", "H", "H", "H", "H", "H"], "positions_angstrom": [[-0.388, 1.470, 0.035], [0.254, 0.200, 0.295], [1.779, 0.256, 0.506], [2.158, 1.350, 1.338], [-0.053, -0.888, -0.730], [-1.567, -1.066, -0.881], [-2.303, -1.864, 0.590], [-0.449, 1.678, -0.958], [0.071, 2.258, 0.475], [-0.134, -0.177, 1.247], [2.139, -0.568, 1.111], [2.235, 0.254, -0.498], [2.420, 2.169, 0.891], [0.261, -1.774, -0.188], [0.423, -0.609, -1.659], [-2.099, -0.137, -1.013], [-1.837, -1.742, -1.683], [-2.908, -0.811, 1.122]], "lowdin_charge": [0.06, -0.45, -0.22, -0.08, -0.24, -0.54, 0.71, 0.08, 0.07, 0.11, 0.12, 0.12, 0.09, 0.10, 0.11, 0.06, 0.05, -0.15], "mol_weight_g_mol": 121.205, "lumo_ha": 0.0280, "charge": 0, "homo_lumo_gap_ev": 9.736, "e_homo_ev": -8.973}

***

Version 4
{"formula": "C4H11NOS", "method": "ωB97M-V/def2-TZVPD", "species": ["O", "C", "N", "C", "C", "C", "S", "H", "H", "H", "H", "H", "H", "H", "H", "H", "H", "H"], "positions_angstrom": [[-0.005, 0.159, 2.550], [1.178, -0.471, 2.028], [1.120, -0.787, 0.649], [1.314, 0.344, -0.258], [0.883, 0.003, -1.668], [-0.560, 0.474, -1.995], [-1.849, -0.018, -0.792], [-0.640, -0.506, 2.823], [1.953, 0.265, 2.192], [1.362, -1.380, 2.606], [0.315, -1.347, 0.412], [0.784, 1.226, 0.126], [2.378, 0.606, -0.244], [0.896, -1.064, -1.846], [1.498, 0.458, -2.441], [-0.912, 0.041, -2.919], [-0.542, 1.557, -1.940], [-1.433, 0.659, 0.274]], "lowdin_charge": [-0.08, -0.30, -0.07, -0.26, -0.24, -0.53, 0.70, 0.07, 0.12, 0.12, 0.08, 0.11, 0.12, 0.10, 0.11, 0.06, 0.06, -0.16], "mol_weight_g_mol": 121.205, "lumo_ha": 0.0305, "charge": 0, "homo_lumo_gap_ev": 9.595, "e_homo_ev": -8.765}

***

Preferred: version 1; penalty for the next structure: 0.220 eV.

***

Version 1
{"formula": "C4H11NOS", "method": "ωB97M-V/def2-TZVPD", "species": ["C", "C", "C", "C", "N", "O", "S", "H", "H", "H", "H", "H", "H", "H", "H", "H", "H", "H"], "positions_angstrom": [[0.830, 1.707, 0.465], [0.501, -0.746, 0.899], [0.268, 0.301, -1.540], [0.112, 0.449, 0.003], [-2.068, -2.002, -0.139], [-2.360, 1.674, -0.230], [-1.672, 0.730, 0.648], [1.766, 1.654, 1.012], [1.195, 2.297, -0.428], [0.128, 2.514, 1.017], [-0.215, -1.606, 0.841], [0.439, -0.479, 1.963], [1.561, -1.104, 0.974], [0.167, -0.775, -1.825], [-0.552, 0.992, -2.046], [1.215, 0.715, -1.915], [-2.290, -2.280, 0.809], [-2.951, -2.050, -0.598]], "lowdin_charge": [-0.14, -0.16, -0.08, -0.73, -0.02, -0.51, 1.04, 0.07, 0.09, 0.11, 0.03, 0.07, 0.10, 0.08, 0.11, 0.07, -0.07, -0.07], "mol_weight_g_mol": 121.205, "lumo_ha": [-0.0671, -0.0671], "charge": 0, "homo_lumo_gap_ev": [6.564, 6.569], "e_homo_ev": [-8.389, -8.394]}

***

Version 2
{"formula": "C4H11NOS", "method": "ωB97M-V/def2-TZVPD", "species": ["C", "C", "C", "C", "N", "O", "S", "H", "H", "H", "H", "H", "H", "H", "H", "H", "H", "H"], "positions_angstrom": [[0.601, -1.784, -1.406], [-0.271, -1.788, 0.967], [-0.805, 0.259, -0.774], [0.075, -0.945, -0.259], [0.709, 1.452, 1.083], [-0.214, 4.290, 0.810], [0.819, 0.750, -0.271], [0.901, -1.097, -2.154], [1.514, -2.520, -1.238], [-0.122, -2.539, -1.786], [-1.094, -2.372, 0.528], [-0.725, -1.181, 1.750], [0.565, -2.445, 1.357], [-1.121, 0.364, -1.803], [-1.577, 0.640, -0.073], [-1.098, 4.047, 1.080], [1.591, 1.432, 1.579], [0.253, 3.439, 0.610]], "lowdin_charge": [-0.12, -0.06, -0.26, -0.66, -0.41, -0.10, 0.94, 0.04, 0.12, 0.09, 0.08, 0.07, 0.10, 0.08, 0.10, 0.01, -0.01, -0.02], "mol_weight_g_mol": 121.205, "lumo_ha": 0.0254, "charge": 0, "homo_lumo_gap_ev": 9.091, "e_homo_ev": -8.398}

***

Preferred: version 2; penalty for the next structure: 1.904 eV.

***

Version 1
{"formula": "H3OPS", "method": "ωB97M-V/def2-TZVPD", "species": ["O", "P", "S", "H", "H", "H"], "positions_angstrom": [[0.751, -0.068, -0.883], [-0.452, 0.306, 0.160], [-2.012, 0.676, -0.879], [0.696, 0.725, -1.773], [-0.063, 1.502, 0.814], [0.068, -0.843, 0.929]], "lowdin_charge": [-0.50, 0.15, 0.15, 0.20, -0.03, 0.03], "mol_weight_g_mol": 82.064, "lumo_ha": 0.0098, "charge": 0, "homo_lumo_gap_ev": 9.581, "e_homo_ev": -9.315}

***

Version 2
{"formula": "H3OPS", "method": "ωB97M-V/def2-TZVPD", "species": ["O", "P", "S", "H", "H", "H"], "positions_angstrom": [[0.948, -0.654, 0.322], [0.596, 1.328, -0.706], [-0.304, -1.558, 0.689], [-0.626, 0.987, -0.173], [0.199, 0.849, -1.879], [-0.813, -0.952, 1.747]], "lowdin_charge": [-0.94, 0.87, 0.63, -0.18, -0.21, -0.17], "mol_weight_g_mol": 82.064, "lumo_ha": [-0.0515, -0.0516], "charge": 0, "homo_lumo_gap_ev": [6.918, 6.917], "e_homo_ev": [-8.321, -8.320]}

***

Preferred: version 1; penalty for the next structure: 2.489 eV.